# 1
{"formula": "C41H106Cl2N6O15", "method": "the ωB97M-V functional and the def2-TZVPD basis", "symbols": ["Cl", "C", "C", "Cl", "H", "H", "H", "H", "C", "O", "H", "H", "H", "H", "C", "O", "H", "H", "H", "H", "C", "O", "H", "H", "H", "H", "C", "O", "C", "C", "N", "C", "C", "O", "C", "H", "H", "H", "H", "H", "H", "H", "H", "H", "H", "H", "H", "H", "H", "H", "C", "O", "C", "C", "N", "C", "C", "O", "C", "H", "H", "H", "H", "H", "H", "H", "H", "H", "H", "H", "H", "H", "H", "H", "C", "O", "C", "C", "N", "C", "C", "O", "C", "H", "H", "H", "H", "H", "H", "H", "H", "H", "H", "H", "H", "H", "H", "H", "C", "O", "C", "C", "N", "C", "C", "O", "C", "H", "H", "H", "H", "H", "H", "H", "H", "H", "H", "H", "H", "H", "H", "H", "C", "O", "C", "C", "N", "C", "C", "O", "C", "H", "H", "H", "H", "H", "H", "H", "H", "H", "H", "H", "H", "H", "H", "H", "C", "O", "C", "C", "N", "C", "C", "O", "C", "H", "H", "H", "H", "H", "H", "H", "H", "H", "H", "H", "H", "H", "H", "H"], "xyz": [[17.151, -3.041, 2.803], [17.462, -3.880, 1.263], [16.598, -3.339, 0.165], [16.989, -1.687, -0.328], [17.264, -4.943, 1.390], [18.534, -3.807, 1.074], [15.565, -3.404, 0.515], [16.608, -3.953, -0.736], [20.919, -4.456, 3.460], [21.393, -5.732, 3.858], [21.552, -3.688, 3.903], [20.876, -4.358, 2.367], [19.896, -4.265, 3.820], [20.641, -6.342, 3.870], [17.788, -7.706, -0.151], [17.151, -6.667, -0.870], [18.681, -7.330, 0.344], [17.133, -8.145, 0.612], [18.077, -8.523, -0.821], [16.404, -7.051, -1.338], [17.817, -6.910, 3.612], [19.152, -7.400, 3.510], [17.330, -6.826, 2.641], [17.216, -7.451, 4.346], [17.884, -5.893, 4.006], [19.132, -8.172, 2.938], [20.277, -0.664, 1.095], [19.959, -0.571, 2.467], [21.063, -0.824, 3.303], [20.575, -1.273, 4.658], [21.685, -1.811, 5.433], [22.655, -0.785, 5.850], [23.586, -1.353, 6.904], [22.810, -1.928, 7.922], [23.551, -2.185, 9.089], [19.347, -0.516, 0.556], [20.797, -1.592, 0.832], [20.945, 0.178, 0.842], [21.616, 0.126, 3.420], [21.749, -1.561, 2.869], [19.836, -2.069, 4.531], [20.048, -0.449, 5.164], [21.357, -2.188, 6.316], [22.154, 0.084, 6.309], [23.249, -0.434, 5.006], [24.153, -0.508, 7.333], [24.319, -2.062, 6.501], [23.989, -1.254, 9.484], [24.402, -2.844, 8.877], [22.864, -2.585, 9.825], [19.746, -0.138, -2.447], [20.136, 1.221, -2.426], [21.452, 1.374, -2.893], [22.476, 0.727, -1.975], [23.793, 1.314, -2.156], [24.834, 0.570, -1.453], [24.742, 0.618, 0.061], [24.852, 1.961, 0.458], [24.902, 2.110, 1.866], [19.862, -0.518, -3.469], [18.684, -0.159, -2.200], [20.260, -0.770, -1.723], [21.642, 2.449, -2.965], [21.577, 0.985, -3.916], [22.560, -0.341, -2.212], [22.092, 0.762, -0.945], [23.796, 2.239, -1.731], [25.799, 1.005, -1.733], [24.858, -0.472, -1.784], [25.511, -0.023, 0.513], [23.770, 0.212, 0.384], [25.889, 1.834, 2.255], [24.111, 1.534, 2.354], [24.769, 3.172, 2.074], [17.553, -3.150, -4.289], [17.882, -4.429, -4.763], [16.975, -5.406, -4.335], [17.306, -6.677, -5.085], [18.648, -7.172, -4.770], [18.712, -7.843, -3.464], [20.144, -8.226, -3.163], [20.817, -7.064, -2.740], [22.193, -7.267, -2.501], [17.521, -3.121, -3.190], [16.580, -2.819, -4.668], [18.327, -2.458, -4.618], [15.926, -5.103, -4.475], [17.098, -5.551, -3.246], [17.237, -6.438, -6.151], [16.551, -7.442, -4.886], [19.252, -6.356, -4.709], [18.098, -8.747, -3.508], [18.347, -7.204, -2.645], [20.573, -8.651, -4.080], [20.163, -8.988, -2.368], [22.581, -6.350, -2.062], [22.713, -7.521, -3.431], [22.369, -8.081, -1.783], [10.717, 0.232, -7.595], [11.498, -0.177, -6.515], [10.738, -0.285, -5.332], [11.675, -0.614, -4.202], [12.655, 0.446, -4.015], [13.618, 0.110, -2.964], [14.715, -0.833, -3.422], [15.530, -0.281, -4.419], [16.432, 0.703, -3.944], [11.334, 0.286, -8.490], [10.282, 1.228, -7.428], [9.894, -0.470, -7.790], [9.996, -1.088, -5.453], [10.228, 0.660, -5.105], [12.141, -1.598, -4.402], [11.109, -0.817, -3.286], [13.206, 0.432, -4.874], [13.098, -0.319, -2.105], [14.089, 1.039, -2.632], [14.286, -1.752, -3.840], [15.277, -1.201, -2.549], [16.030, 1.711, -4.087], [17.355, 0.632, -4.521], [16.680, 0.565, -2.889], [13.271, -2.433, 2.617], [12.880, -1.316, 3.355], [13.109, -0.098, 2.656], [12.301, 0.981, 3.336], [10.900, 0.710, 3.290], [10.060, 1.690, 3.921], [8.637, 1.190, 3.975], [8.596, 0.094, 4.853], [7.306, -0.457, 4.993], [12.502, -2.766, 1.907], [13.450, -3.264, 3.301], [14.207, -2.238, 2.079], [12.836, -0.172, 1.598], [14.176, 0.129, 2.774], [12.518, 1.941, 2.845], [12.736, 1.149, 4.343], [10.692, -0.245, 3.541], [10.106, 2.628, 3.366], [10.369, 1.866, 4.966], [8.346, 0.890, 2.958], [7.977, 1.986, 4.341], [7.260, -0.912, 5.981], [7.102, -1.224, 4.235], [6.520, 0.300, 4.889], [21.404, -5.600, -0.419], [20.679, -4.401, -0.540], [19.861, -4.356, -1.710], [20.691, -4.192, -2.954], [21.512, -3.001, -2.866], [22.310, -2.767, -4.057], [23.253, -3.916, -4.446], [23.822, -4.428, -3.267], [24.969, -5.223, -3.493], [20.761, -6.485, -0.498], [21.848, -5.596, 0.580], [22.231, -5.654, -1.135], [19.122, -3.563, -1.575], [19.302, -5.303, -1.735], [20.078, -4.090, -3.853], [21.218, -5.154, -3.069], [22.174, -3.101, -2.101], [22.928, -1.874, -3.903], [21.653, -2.510, -4.895], [24.037, -3.599, -5.141], [22.654, -4.691, -4.954], [25.579, -4.800, -4.293], [24.674, -6.243, -3.786], [25.506, -5.324, -2.553]], "atomic_forces_ev_per_a": [[-0.06, -0.06, 0.10], [0.81, -0.26, -0.10], [-0.78, -0.61, -0.09], [-0.05, 0.18, 0.08], [-0.27, 0.06, 0.07], [-0.06, 0.23, -0.17], [-0.01, 0.48, -0.05], [0.49, -0.13, 0.09], [-0.46, -0.08, 0.02], [0.01, 0.04, 0.09], [0.11, -0.10, -0.15], [0.18, 0.08, 0.00], [0.11, -0.09, 0.04], [0.17, 0.06, -0.15], [-0.14, -0.72, 0.08], [-0.08, 0.27, 0.32], [-0.01, 0.27, -0.13], [-0.02, 0.15, -0.01], [0.14, 0.07, 0.04], [-0.05, 0.03, -0.01], [0.16, 0.90, 0.53], [-0.51, -0.23, -0.20], [-0.11, -0.29, 0.00], [-0.01, -0.36, -0.28], [0.10, -0.02, -0.10], [0.20, -0.06, 0.09], [0.38, 1.02, 0.30], [-0.21, -0.71, -0.03], [0.07, 0.81, -0.05], [-0.21, -0.40, 0.28], [0.55, 0.62, 0.45], [-0.27, -0.39, 0.15], [0.34, 0.67, 0.02], [-0.21, -0.14, 0.10], [0.34, 0.50, -0.12], [0.03, -0.26, -0.15], [-0.29, -0.14, 0.02], [-0.04, -0.17, -0.17], [0.17, -0.20, -0.09], [-0.12, -0.12, 0.03], [0.08, 0.05, -0.12], [0.13, 0.08, -0.04], [-0.25, -0.25, -0.24], [-0.04, 0.02, -0.18], [-0.01, 0.00, -0.06], [0.06, -0.11, -0.12], [-0.19, -0.17, -0.06], [-0.17, -0.04, -0.01], [-0.21, -0.28, 0.14], [0.11, -0.26, 0.05], [-0.74, 0.26, -0.18], [0.03, -0.14, 0.05], [0.35, 0.46, -0.15], [-0.01, -0.51, 0.04], [0.06, -0.02, 0.38], [0.51, 0.16, -0.10], [-0.46, -0.49, -0.17], [0.10, 0.11, 0.32], [0.15, 0.43, -0.32], [0.15, -0.32, 0.14], [0.04, -0.02, 0.00], [0.27, 0.01, -0.17], [-0.04, -0.02, 0.17], [-0.17, -0.10, 0.07], [-0.03, 0.06, 0.00], [0.02, 0.22, -0.03], [-0.07, 0.05, -0.26], [-0.04, -0.03, -0.02], [-0.19, 0.02, -0.03], [0.15, 0.17, 0.00], [0.08, 0.03, 0.10], [-0.10, -0.26, 0.03], [0.03, -0.04, 0.07], [-0.13, -0.07, 0.03], [-0.08, 0.34, 0.27], [-0.02, 0.14, -0.34], [-0.25, -0.26, 0.68], [0.06, 0.17, -0.08], [-0.23, -0.10, 0.23], [0.06, 0.32, -0.27], [-0.48, -0.30, 0.05], [0.26, -0.57, -0.18], [0.33, -0.80, -0.73], [-0.01, -0.03, -0.03], [0.08, 0.03, -0.04], [-0.03, 0.01, -0.06], [0.09, 0.09, -0.30], [-0.01, -0.01, -0.07], [0.13, -0.12, 0.01], [0.12, -0.10, 0.09], [0.06, -0.06, -0.18], [-0.02, -0.03, -0.03], [0.07, -0.24, -0.19], [0.23, 0.04, 0.13], [0.13, 0.03, -0.04], [0.51, -1.14, -1.54], [-0.01, 0.00, -0.01], [-0.12, 0.02, 0.00], [-0.41, 0.22, -0.47], [0.24, -0.01, 0.14], [-0.03, -0.11, 0.16], [0.14, -0.79, 0.18], [0.22, -0.54, -0.12], [0.04, 0.30, 0.01], [-0.43, -0.87, 0.52], [0.35, -0.05, -0.03], [0.12, 0.25, -0.22], [0.14, -0.07, 0.09], [0.01, -0.06, 0.06], [0.04, 0.02, 0.05], [-0.08, 0.11, 0.07], [-0.03, -0.02, -0.14], [0.03, 0.17, -0.23], [-0.09, 0.51, 0.02], [-0.21, 0.47, -0.03], [-0.02, 0.02, 0.02], [-0.03, -0.01, 0.14], [-0.10, 0.19, -0.22], [0.27, 0.39, -0.12], [-0.04, -0.03, 0.10], [-0.05, -0.06, -0.01], [-0.09, -0.06, 0.02], [0.28, -0.60, -0.15], [-0.42, 0.24, -0.07], [0.15, 0.04, 0.61], [0.85, 0.62, 0.10], [-0.02, -0.11, -0.72], [-0.05, -0.42, 0.59], [0.18, 0.28, -0.35], [-0.13, -0.13, 0.16], [-0.06, -0.17, -0.13], [0.01, 0.23, -0.08], [0.01, 0.09, 0.08], [-0.04, -0.05, -0.02], [-0.01, -0.14, 0.01], [-0.02, 0.14, -0.40], [-0.16, -0.17, -0.24], [-0.39, -0.36, 0.12], [-0.02, 0.08, 0.38], [0.00, 0.07, 0.02], [0.03, 0.25, -0.09], [-0.21, 0.03, 0.07], [-0.08, -0.02, -0.11], [-0.12, -0.02, -0.02], [0.13, 0.02, 0.01], [0.09, 0.08, 0.20], [0.31, 0.62, 1.24], [-0.41, 0.44, 0.04], [-0.49, -0.51, 0.38], [0.07, -0.29, -0.24], [0.62, 0.09, -0.03], [0.48, 0.43, -0.15], [-0.93, -0.25, -0.25], [0.54, 0.13, 0.30], [-0.63, -0.53, -0.09], [0.09, 0.13, -0.16], [-0.05, 0.04, 0.02], [-0.86, 0.95, 1.35], [0.30, 0.26, 0.10], [-0.02, 0.16, -0.30], [-0.28, -0.09, 0.18], [0.20, 0.84, -0.22], [-0.24, -0.04, 0.14], [-0.11, -0.04, 0.20], [0.00, -0.24, -0.05], [-0.06, 0.19, -0.01], [0.24, -0.10, 0.05], [0.24, 0.03, 0.18], [0.06, 0.16, -0.15], [0.16, 0.26, -0.02]], "mulliken_charge": [-0.198, 0.673, -0.240, -0.220, -0.262, -0.194, 0.578, -0.214, 0.113, -0.652, 0.146, -0.092, -0.004, 0.468, -0.559, -0.418, -0.061, 0.431, 0.352, 0.257, -0.275, -0.514, 0.065, 0.333, 0.112, 0.277, -0.408, -0.385, -0.136, -1.210, 0.075, -0.441, -0.739, -0.324, -0.754, 0.089, 0.239, 0.350, 0.211, 0.359, 0.253, 0.408, 0.223, 0.340, 0.224, 0.431, 0.344, 0.293, 0.299, 0.246, 0.460, -0.449, -0.603, 0.413, -0.360, -0.697, 0.001, -0.349, -0.442, 0.530, -0.533, -0.304, 0.366, 0.279, -0.273, 0.000, 0.389, 0.405, 0.243, 0.471, -0.055, 0.296, 0.010, 0.267, -0.708, -0.416, 0.271, -1.236, -0.385, -0.083, -1.161, 0.049, -0.774, 0.124, 0.526, 0.228, 0.586, -0.221, 0.321, 0.451, 0.262, 0.612, -0.192, 0.328, 0.449, 0.402, 0.264, 0.308, -0.782, -0.247, -0.707, -0.471, -0.358, -0.962, 0.343, -0.382, -0.817, 0.234, 0.322, 0.290, 0.424, 0.359, 0.227, 0.416, 0.303, 0.446, 0.322, 0.345, -0.145, 0.379, 0.262, 0.300, -0.516, -0.372, -0.254, -0.883, -0.238, -0.616, -0.592, -0.319, -0.729, 0.309, 0.295, 0.053, 0.241, 0.345, 0.337, 0.355, 0.261, 0.353, 0.324, 0.331, 0.489, 0.227, 0.271, 0.318, -0.215, 0.105, 1.684, -0.867, 0.416, -0.874, -0.806, -0.205, -0.894, -0.038, 0.303, -0.365, -0.274, -1.043, 0.914, -0.730, 0.374, 0.305, 0.385, 0.684, 0.189, 0.350, 0.284, 0.274], "fmax_ev_per_a": 2.0, "lumo_energy_ev": 0.1191}

***

# 2
{"formula": "C5H9N4O3S", "method": "the ωB97M-V functional and the def2-TZVPD basis", "symbols": ["C", "C", "C", "C", "C", "N", "N", "N", "N", "O", "O", "O", "S", "H", "H", "H", "H", "H", "H", "H", "H", "H"], "xyz": [[1.166, 1.508, -1.195], [5.223, -0.914, -0.248], [0.707, 0.060, 1.012], [-0.533, 0.647, 0.309], [-1.599, -0.416, 0.067], [1.789, 1.018, 1.047], [-0.102, 1.192, -0.972], [2.025, 1.482, -0.202], [3.909, -0.978, 0.241], [5.918, -1.715, -0.738], [5.451, 0.409, 0.037], [3.392, 1.510, -0.438], [4.002, 0.592, 0.798], [1.506, 1.845, -2.161], [0.466, -0.203, 2.039], [1.002, -0.844, 0.460], [-0.942, 1.456, 0.922], [-2.443, 0.006, -0.473], [-1.964, -0.800, 1.016], [-1.196, -1.250, -0.506], [-0.799, 1.357, -1.681], [3.386, -1.812, 0.455]], "atomic_forces_ev_per_a": [[0.38, 0.12, -0.11], [-0.02, -1.16, -0.56], [-0.25, -0.02, -0.29], [-0.21, -0.39, 0.56], [0.18, 0.13, 0.10], [1.70, -0.34, 0.84], [0.41, 0.25, 0.07], [-0.71, -0.06, -0.86], [0.38, 0.46, 0.03], [0.18, 0.09, 0.01], [0.40, 0.78, -0.32], [0.14, 0.40, -0.41], [-2.30, -0.09, 1.02], [0.05, -0.06, -0.11], [-0.05, -0.03, -0.05], [-0.12, -0.14, -0.02], [0.10, -0.07, -0.06], [-0.12, 0.01, -0.03], [-0.05, 0.01, 0.05], [0.03, -0.02, -0.07], [0.16, 0.05, -0.12], [-0.29, 0.09, 0.32]], "mulliken_charge": [-0.081, 0.486, -0.699, 0.389, -1.453, -0.902, -0.146, 0.602, -0.082, -0.384, -0.253, -0.278, 0.681, 0.429, 0.471, 0.294, 0.223, 0.407, 0.386, 0.390, 0.267, 0.254], "charge": 1, "fmax_ev_per_a": 2.5, "lumo_energy_ev": -3.8799, "de_lowest_ev": 0.000}

***

| no. | E_HOMO (eV) | E_tot (eV) |
| --- | --- | --- |
| 1 | -8.4 | -108924.5301 |
| 2 | -12.6 | -28257.4417 |